Version P
Computed, not measured: C4H6O2 in the gas phase, with ωB97M-V/def2-TZVPD.

Geometry as XYZ:
```
12
C4H6O2, DFT ωB97M-V/def2-TZVPD
O 2.368 1.118 -0.255
C 1.244 0.726 -0.133
C 0.721 -0.690 -0.369
C -0.608 -0.713 0.330
C -0.991 0.766 0.150
O 0.213 1.529 0.258
H 0.538 -0.811 -1.439
H 1.460 -1.404 -0.019
H -1.379 -1.373 -0.081
H -0.510 -0.987 1.395
H -1.640 0.842 1.001
H -1.417 0.998 -0.838
```

The highest occupied orbital energy is -0.380 Ha. As for the charge: 0. The calculation puts the HOMO-LUMO gap at 11.197 eV.

Löwdin population analysis, charges in e, atoms 1 to 2: atom 1 (O): 0.12, atom 2 (C): -0.47


Version Q
Computed, not measured: C4H6O2 in the gas phase, with ωB97M-V/def2-TZVPD.

Geometry as XYZ:
```
12
C4H6O2, DFT ωB97M-V/def2-TZVPD
O -0.820 -1.656 -0.298
C -1.232 -0.519 -0.905
C 1.321 0.700 0.063
C 0.748 0.319 1.296
C -0.401 0.696 -0.596
O -2.197 -0.518 -1.652
H -1.379 -2.379 -0.629
H 1.973 1.599 0.133
H 1.739 -0.032 -0.599
H 0.885 0.936 2.199
H 0.440 -0.695 1.472
H -1.077 1.550 -0.483
```

The highest occupied orbital energy (spin up / spin down) is -0.314 / -0.314 Ha. As for the charge: 0. The calculation puts the HOMO-LUMO gap (spin up / spin down) at 8.406 / 8.405 eV.

Löwdin population analysis, charges in e, atoms 1 to 2: atom 1 (O): 0.06, atom 2 (C): -0.59


Ordering by calculated energy gives the sequence version P, version Q, with the first entry being the most stable.